30
Properties=species:S:1:pos:R:3:forces:R:3 method="wB97M-V/def2-TZVPD" charge=+3 total_energy_ha=-1664.19597 orbital_gap_ev="5.7969 / 5.7987"
I 1.104091 2.240153 0.786496 -1.09 -0.96 1.00
Zr -1.082775 0.282806 0.895878 -1.64 2.91 -1.59
Cl -3.344638 0.552571 0.434907 1.63 -0.14 0.33
P -0.224755 0.721860 -1.732251 0.32 0.05 -2.05
O 2.412954 -0.560328 1.735528 -4.66 -0.36 -3.26
O 1.905862 -1.861765 -1.009687 -2.42 1.49 3.24
N -0.691666 -0.074647 2.965113 0.79 -0.59 1.74
C -1.110413 2.182200 -2.341063 -0.60 0.32 0.63
C 0.043999 -0.324112 5.453350 0.10 0.01 0.14
C -0.571170 -0.515874 -3.028138 -0.40 -0.61 0.63
C -0.356036 -0.203290 4.078952 -0.49 0.18 -0.78
C 1.487916 1.066994 -2.272761 0.27 0.09 0.81
C -0.303523 -2.066806 0.008279 -0.27 -0.65 0.03
C 1.481258 -0.532926 0.979846 7.09 1.35 3.79
C 1.098772 -1.539443 -0.154175 0.84 -2.01 -3.25
H 0.165439 -1.322691 -2.947424 -0.10 0.04 -0.19
H -1.574078 -0.935949 -2.934334 -0.05 0.00 -0.20
H -0.820271 -1.734780 0.966956 0.56 -1.25 -0.38
H 1.024934 0.149718 5.591430 -0.07 -0.01 -0.09
H -0.682774 0.180949 6.104063 -0.04 -0.03 -0.15
H -0.938339 -1.935666 -0.877358 0.13 0.15 -0.02
H 0.116863 -1.379324 5.751132 -0.08 0.07 -0.16
H -0.679404 3.091649 -1.913595 -0.07 -0.05 -0.12
H -0.266485 -3.161833 0.112474 -0.04 0.03 0.33
H -1.026622 2.205171 -3.434471 0.05 -0.03 0.24
H -0.466401 -0.032309 -4.004546 -0.02 -0.07 0.18
H 2.113157 0.197058 -2.052765 0.10 0.23 -0.28
H -2.168388 2.129357 -2.055568 0.16 0.11 -0.23
H 1.897902 1.938496 -1.751865 0.00 -0.22 -0.55
H 1.454580 1.242774 -3.354391 -0.01 -0.05 0.22